[1]
Entry from OMol25: C40H26BF13OP2Ti as an isolated structure in a non-equilibrium geometry (ωB97M-V/def2-TZVPD).

The geometry in XYZ format:
```
84
Properties=species:S:1:pos:R:3:lowdin_charge:R:1
Ti -1.739 -0.589 -0.247 0.97
O -3.235 0.917 0.047 0.11
C -2.812 0.897 -1.073 -0.33
C -2.865 1.624 -2.306 -0.20
C -3.882 2.405 -2.772 0.03
C -3.732 2.982 -4.028 0.00
C -2.587 2.688 -4.777 0.01
C -1.501 1.925 -4.266 -0.02
C -1.687 1.343 -3.052 -0.30
P -0.475 0.362 -2.123 1.09
C 1.151 0.649 -2.782 -0.35
C 1.627 -0.133 -3.849 -0.07
C 2.816 0.181 -4.496 -0.02
C 3.519 1.298 -4.008 -0.03
C 3.045 2.108 -2.989 -0.05
C 1.868 1.781 -2.332 -0.06
C -0.888 -1.366 -2.488 -0.41
C -0.313 -2.359 -1.677 -0.11
C -0.601 -3.701 -1.898 -0.03
C -1.431 -4.046 -2.936 -0.01
C -2.010 -3.056 -3.744 -0.01
C -1.744 -1.701 -3.582 -0.02
H -4.739 2.729 -2.147 0.16
H -4.397 3.642 -4.543 0.12
H -2.563 3.014 -5.794 0.12
H -0.675 1.643 -4.950 0.14
H 1.100 -1.018 -4.196 0.11
H 3.342 -0.418 -5.193 0.11
H 4.411 1.618 -4.501 0.11
H 3.646 2.957 -2.737 0.11
H 1.644 2.385 -1.468 0.09
H 0.434 -2.135 -0.876 0.11
H -0.147 -4.467 -1.309 0.13
H -1.550 -5.085 -3.181 0.13
H -2.745 -3.265 -4.539 0.14
H -2.181 -0.902 -4.213 0.13
F -3.848 -0.830 7.335 0.15
C -3.068 0.243 7.102 -0.56
F -2.257 0.491 8.175 0.13
F -3.862 1.282 6.906 0.18
C -2.208 0.066 5.829 -0.08
C -0.956 0.705 5.724 0.03
C -0.285 0.714 4.492 -0.05
C -0.928 0.122 3.448 -0.36
C -2.090 -0.658 3.580 -0.06
C -2.793 -0.642 4.781 0.03
P -0.222 0.160 1.792 1.11
C 0.857 1.629 1.634 -0.37
C 0.310 2.745 1.072 -0.09
C 1.122 3.868 0.953 0.01
C 2.493 3.731 1.177 -0.08
C 3.074 2.586 1.751 0.06
C 2.206 1.511 1.961 -0.07
C 3.463 4.812 0.696 -0.56
F 3.654 4.621 -0.638 0.12
F 2.978 6.057 0.861 0.16
F 4.674 4.725 1.258 0.16
C 1.002 -1.194 1.596 -0.36
C 0.875 -2.415 2.259 -0.02
C 1.829 -3.415 1.960 0.01
C 2.807 -3.218 1.033 -0.08
C 2.905 -1.997 0.321 0.03
C 1.977 -1.015 0.597 -0.14
C 3.946 -4.255 0.889 -0.63
F 3.461 -5.475 0.873 0.18
F 4.743 -4.169 1.965 0.17
F 4.630 -4.102 -0.224 0.18
H -0.524 1.082 6.708 0.16
H 0.731 1.079 4.356 0.12
H -2.421 -1.207 2.740 0.07
H -3.670 -1.254 4.907 0.13
H -0.732 2.856 0.814 0.11
H 0.717 4.772 0.514 0.14
H 4.087 2.572 1.925 0.11
H 2.614 0.641 2.438 0.12
H 0.052 -2.690 2.900 0.12
H 1.760 -4.383 2.510 0.15
H 3.557 -1.868 -0.475 0.11
H 2.107 -0.083 0.084 0.09
F -4.513 -2.714 0.928 0.27
B -3.495 -2.746 0.074 -1.04
F -2.205 -2.197 0.825 -0.09
F -3.473 -1.566 -0.833 0.03
F -3.186 -3.885 -0.547 0.26
```

Properties
HOMO (eV): -14.7
Net charge: +2
Energy above the lowest of the compared OMol25 structures with the same formula, charge and spin (kcal/mol): 0.0
Gap between HOMO and LUMO (eV): 7.146
Lowest unoccupied orbital energy (hartree): -0.277
Maximum force (eV/Å): 3.842
2S+1: 1
Molecular weight (g mol⁻¹): 890.25

***

[2]
Entry from OMol25: C11H29I2OP2RuSi as an isolated structure in a non-equilibrium geometry (ωB97M-V/def2-TZVPD).

The geometry in XYZ format:
```
47
Properties=species:S:1:pos:R:3:mulliken_spin:R:1
I 3.693 0.619 -0.529 1.04
I -1.122 -1.688 0.651 0.16
Ru 1.348 -0.658 0.011 2.89
P 0.719 -0.487 -2.284 0.10
C -0.117 1.086 -2.717 0.01
C 2.092 -0.617 -3.454 0.00
H 1.695 -0.744 -4.469 0.01
H -0.496 -1.758 -3.945 0.00
H 2.697 -1.484 -3.176 0.00
H -0.031 -2.757 -2.528 0.00
H 0.548 1.917 -2.477 0.00
H 2.716 0.278 -3.401 0.01
C -0.428 -1.788 -2.850 0.02
H -0.391 1.108 -3.766 0.01
H -1.417 -1.654 -2.409 0.01
H -1.036 1.198 -2.110 0.00
P 2.155 -1.231 2.175 0.03
C 1.879 0.054 3.442 0.01
C 1.436 -2.750 2.884 0.02
H 4.195 -2.251 1.423 0.00
H 4.191 -2.042 3.206 0.00
H 4.509 -0.647 2.119 0.00
C 3.944 -1.574 2.244 0.03
H 1.488 -3.538 2.127 0.00
H 2.005 -3.045 3.774 0.00
H 2.275 -0.262 4.416 0.01
H 0.804 0.246 3.533 0.00
H 0.387 -2.584 3.144 0.00
H 2.379 0.976 3.129 0.00
C 0.706 0.970 0.502 0.20
O 0.263 2.062 0.830 0.05
C -2.160 2.999 0.833 0.01
Si -2.452 1.386 0.039 0.14
C -3.497 0.404 1.173 0.03
C -3.379 1.692 -1.482 0.01
C -0.477 0.118 -0.637 0.16
H -3.180 3.407 0.956 0.01
H -1.582 3.689 0.192 0.00
H -1.709 2.926 1.838 0.00
H -4.364 1.069 1.349 0.01
H -3.863 -0.526 0.708 -0.01
H -3.011 0.194 2.139 0.00
H -2.872 2.393 -2.164 0.00
H -3.648 0.765 -2.013 0.00
H -4.304 2.185 -1.119 0.01
H -1.203 0.665 -0.108 0.07
H -1.384 -0.323 -1.198 -0.06
```

Properties
HOMO (spin up / spin down) (eV): -13.3 / -16.1
Net charge: +2
Energy above the lowest of the compared OMol25 structures with the same formula, charge and spin (kcal/mol): 145.2
Gap between HOMO and LUMO (spin up / spin down) (eV): 5.935 / 6.002
Lowest unoccupied orbital energy (spin up / spin down) (hartree): -0.272 / -0.370
Maximum force (eV/Å): 11.701
2S+1: 6
Molecular weight (g mol⁻¹): 622.26

***

[3]
Entry from OMol25: a 2-piece molecular cluster, C5H11O3 overall in a non-equilibrium geometry (ωB97M-V/def2-TZVPD).

The geometry in XYZ format:
```
19
Properties=species:S:1:pos:R:3:lowdin_charge:R:1
O -0.347 -2.667 -1.215 -0.11
C 0.312 -2.439 -0.162 -0.75
O 0.478 -3.166 0.827 -0.08
C 0.971 -1.001 -0.092 -0.16
C -0.052 -0.011 0.444 -0.24
C -1.107 0.333 -0.579 -0.27
C -2.220 1.224 -0.035 -0.13
H 1.793 -1.196 0.603 0.09
H 1.339 -0.861 -1.094 0.10
H -0.436 -0.400 1.388 0.12
H 0.525 0.880 0.746 0.08
H -0.622 0.845 -1.403 0.10
H -1.458 -0.631 -0.949 0.10
H -2.656 0.749 0.854 0.07
H -3.029 1.364 -0.767 0.06
H -1.843 2.216 0.238 0.06
H 2.801 1.019 0.905 0.02
H 2.359 2.086 0.008 0.03
O 3.193 1.657 0.283 -0.08
```

Properties
HOMO (eV): -3.9
Net charge: -1
Energy above the lowest of the compared OMol25 structures with the same formula, charge and spin (kcal/mol): 14.5
Gap between HOMO and LUMO (eV): 7.434
Lowest unoccupied orbital energy (hartree): 0.130
Maximum force (eV/Å): 2.372
2S+1: 1
Molecular weight (g mol⁻¹): 119.14